12
Properties=species:S:1:pos:R:3:forces:R:3 method="wB97M-V/def2-TZVPD" multiplicity=1 lumo_energy_ev=0.358 total_energy_ha=-269.2795 e_above_lowest_ev=1.8153 homo_lumo_gap_ha=0.3919 smiles="CCC#CC=O"
C 0.59408 -1.79440 -0.35580 0.01 -0.09 0.03
C 0.76996 -0.40707 -0.98748 0.02 0.03 -0.02
C -0.08620 0.57929 -0.32926 -0.20 0.34 0.31
C -0.74445 1.33101 0.34992 0.34 -0.39 -0.20
C -1.36960 2.18488 1.33972 -0.11 -0.11 0.27
O -1.88505 1.75001 2.34497 0.12 0.24 -0.39
H 0.64344 -1.71810 0.73448 0.03 -0.04 -0.17
H -0.37625 -2.22556 -0.61832 0.13 0.08 0.04
H 1.38124 -2.47522 -0.69277 -0.13 0.09 0.01
H 0.57704 -0.43099 -2.06625 -0.02 0.02 0.17
H 1.80536 -0.06530 -0.86578 -0.13 -0.05 -0.04
H -1.30958 3.27143 1.14656 -0.07 -0.12 0.00